ORCA calculation (ωB97M-V/def2-TZVPD) on a molecular structure, C53H68ClHfN4O3PTe at a distorted geometry.

Last column: Löwdin charge in e.
Positions of all 132 atoms, in Å:
Hf 1.07386 -0.12217 -0.80587  1.79
C 3.36093 -1.75549 0.76972  -0.16
C 3.80951 -0.30951 0.96779  -0.16
C 2.82208 0.70052 1.56182  -0.63
C 3.54924 1.92644 1.96680  -0.12
C 2.92439 3.10790 2.05579  -0.07
C 1.56662 3.21306 1.61240  -0.06
C 1.05195 2.17840 0.91124  -0.22
N 1.68746 0.97721 0.71544  -0.25
N 2.56900 -2.00307 -0.45644  -0.23
C 3.39164 -2.13774 -1.66281  -0.12
C 2.53889 -1.87848 -2.87987  -0.25
C 3.03549 -2.08817 -4.15981  0.02
C 2.22988 -1.79958 -5.25030  0.00
C 0.93651 -1.34511 -5.02284  -0.01
C 0.51029 -1.19033 -3.71778  -0.10
N 1.28693 -1.44050 -2.66015  -0.01
C 1.84589 -3.27308 -0.30710  -0.12
C 0.67145 -3.09805 0.60243  -0.26
C 0.23783 -4.12504 1.42964  0.02
C -0.88445 -3.92677 2.21626  -0.02
C -1.53769 -2.70671 2.12285  -0.03
C -1.02794 -1.73592 1.27770  -0.16
N 0.05913 -1.90793 0.51659  0.02
H 4.24830 -2.40104 0.76370  0.15
H 2.74526 -2.04199 1.63533  0.08
H 4.67091 -0.33088 1.63923  0.11
H 4.15373 0.10600 0.01532  0.11
H 4.59208 1.83417 2.22263  0.11
H 3.43736 3.99308 2.39489  0.12
H 1.01421 4.12513 1.75272  0.11
H 0.08340 2.24777 0.42284  0.08
H 4.21238 -1.41926 -1.64737  0.13
H 3.83811 -3.14116 -1.73420  0.15
H 4.04800 -2.44036 -4.29426  0.13
H 2.60315 -1.92987 -6.25329  0.13
H 0.27561 -1.11544 -5.84155  0.12
H -0.49711 -0.86200 -3.49704  0.09
H 1.45043 -3.58522 -1.28148  0.14
H 2.51672 -4.06363 0.05439  0.15
H 0.76979 -5.06232 1.44931  0.13
H -1.23906 -4.70142 2.87693  0.13
H -2.42057 -2.50646 2.70740  0.12
H -1.52269 -0.78356 1.17531  0.06
Cl 5.27328 5.10325 -4.37650  0.73
C 4.53642 3.75350 -3.60775  -0.66
C 5.31666 2.61130 -3.34280  -0.05
C 4.77721 1.51741 -2.72221  0.02
C 3.41500 1.49026 -2.34128  -0.28
O 2.90450 0.46668 -1.73292  -0.21
C 2.61917 2.63095 -2.67338  -0.11
C 1.22877 2.55327 -2.50102  -0.11
O 0.58223 1.54004 -2.11469  -0.16
C 3.20923 3.77056 -3.27046  -0.03
H 6.35670 2.61143 -3.63008  0.12
H 5.38958 0.65318 -2.51638  0.12
H 0.65280 3.43964 -2.80133  0.14
H 2.59351 4.63471 -3.47214  0.13
O -1.28314 0.33037 -0.78902  -0.45
P -2.72257 0.71986 -1.14020  0.96
C -3.58260 1.80152 0.13980  -0.32
C -4.67635 1.17267 1.00671  -0.17
C -4.12307 0.32595 2.14683  -0.18
C -3.21717 1.17010 3.03819  -0.17
C -2.09794 1.81160 2.22427  -0.20
C -2.63910 2.60801 1.04008  -0.18
C -2.63006 1.70098 -2.73879  -0.32
C -3.83032 1.80684 -3.67959  -0.18
C -4.87147 2.82110 -3.21787  -0.19
C -4.24253 4.20821 -3.17915  -0.18
C -3.03358 4.23408 -2.24860  -0.18
C -2.03954 3.10619 -2.53780  -0.20
C -3.67701 -0.88580 -1.31245  -0.31
C -5.13111 -0.75748 -1.79988  -0.18
C -5.51825 -1.89119 -2.74892  -0.18
C -4.62597 -1.93607 -3.98664  -0.18
C -3.13202 -1.82185 -3.62804  -0.19
C -2.89231 -1.92428 -2.12324  -0.20
H -4.09765 2.51251 -0.50927  0.08
H -5.36942 0.59531 0.39831  0.09
H -5.24820 1.99868 1.44312  0.14
H -3.56364 -0.52275 1.74525  0.07
H -4.95396 -0.06872 2.73465  0.12
H -2.78646 0.55625 3.83178  0.11
H -3.81307 1.95278 3.51004  0.12
H -1.40992 1.04267 1.86793  0.06
H -1.52188 2.47842 2.86690  0.12
H -1.81128 3.02057 0.46004  0.09
H -3.20479 3.45804 1.43058  0.13
H -1.85425 1.11538 -3.25515  0.10
H -4.28437 0.83695 -3.86033  0.08
H -3.44258 2.16039 -4.64043  0.13
H -5.26954 2.56114 -2.23507  0.10
H -5.70862 2.81895 -3.91696  0.12
H -4.97154 4.94284 -2.83858  0.12
H -3.93834 4.48560 -4.19006  0.12
H -3.36962 4.20382 -1.21310  0.09
H -2.50461 5.18075 -2.37776  0.12
H -1.29454 3.06892 -1.74176  0.08
H -1.52874 3.35726 -3.47207  0.12
H -3.68192 -1.24983 -0.27724  0.11
H -5.29433 0.19524 -2.29756  0.09
H -5.81461 -0.79414 -0.95109  0.11
H -6.55416 -1.75028 -3.05862  0.12
H -5.46914 -2.84290 -2.21801  0.12
H -4.90467 -1.12505 -4.66201  0.11
H -4.81721 -2.86752 -4.51897  0.12
H -2.74029 -0.87145 -3.99455  0.08
H -2.57210 -2.61627 -4.12609  0.11
H -1.82286 -1.82193 -1.89767  0.08
H -3.19153 -2.92145 -1.79270  0.13
C 4.43763 -3.34526 8.12141  -0.04
C 3.83042 -2.62315 6.96359  -0.26
C 4.50917 -1.61323 6.30501  -0.01
C 3.93915 -0.91527 5.25113  -0.31
C 4.72489 0.18568 4.61444  -0.06
C 2.65229 -1.24405 4.82679  -0.39
Te 1.58452 -0.11258 3.28943  1.44
C 1.94325 -2.24667 5.49176  -0.33
C 0.53338 -2.59362 5.13577  -0.10
C 2.54327 -2.92024 6.54142  -0.01
H 5.50360 -3.14675 8.19052  0.08
H 4.27857 -4.41808 8.03491  0.08
H 3.96683 -3.01667 9.04752  0.09
H 5.49725 -1.33689 6.63960  0.12
H 5.48630 0.55041 5.29811  0.09
H 4.06612 1.01306 4.35059  0.05
H 5.22895 -0.17272 3.71583  0.08
H 0.39810 -2.57269 4.05625  0.00
H -0.14746 -1.86708 5.57178  0.09
H 0.27361 -3.57482 5.51818  0.08
H 1.98215 -3.67792 7.06538  0.12

Summary:
Multiplicity   1
E_tot   -3622.47948 Ha
Total charge   +2
Frontier orbital gap   5.806 eV
HOMO   -11.4 eV



ORCA calculation (ωB97M-V/def2-TZVPD) on a molecular structure, C13H17N3O4Pt at a distorted geometry.

Last column: natural (NBO) charge in e.
Positions of all 38 atoms, in Å:
Pt 0.11729 1.33433 0.76128  0.93
O 3.44411 1.45377 3.12101  -0.60
C 2.39111 1.23240 2.56480  0.74
O 2.16874 1.14363 1.28204  -0.73
C 1.15144 0.97784 3.39902  0.11
C 1.14311 0.46740 4.67881  -0.21
C -0.08504 0.15979 5.25935  -0.15
C -1.26039 0.42813 4.56126  -0.20
C -1.15905 0.94409 3.28933  0.11
N 0.02162 1.18845 2.74159  -0.41
C -2.31898 1.20694 2.35591  0.74
O -3.43869 1.28750 2.81222  -0.60
O -1.96813 1.29518 1.10285  -0.73
H 2.08926 0.30626 5.17759  0.25
H -0.12398 -0.29976 6.23899  0.23
H -2.24443 0.23069 4.96180  0.25
C -0.90416 -1.73788 -0.47365  -0.63
C 0.48734 -1.37753 -0.98584  -0.22
N 0.49029 -0.61096 -2.23913  -0.40
C 0.52868 -1.40676 -3.47830  -0.20
C -0.85365 -1.73587 -4.03949  -0.62
C 0.43086 0.73047 -2.28733  0.53
C 0.57344 1.38626 -3.63872  -0.67
N 0.27753 1.51753 -1.26148  -0.76
H -0.82249 -2.14792 0.53507  0.22
H -1.37924 -2.49368 -1.09973  0.20
H -1.55018 -0.86107 -0.42906  0.24
H 1.05953 -2.28564 -1.16933  0.20
H 1.02768 -0.81494 -0.23440  0.23
H 1.05168 -2.33098 -3.24809  0.21
H 1.11056 -0.88571 -4.23045  0.20
H -1.42625 -2.34661 -3.34361  0.22
H -0.74887 -2.29077 -4.97422  0.22
H -1.42607 -0.82838 -4.23739  0.21
H 1.56319 1.19508 -4.05464  0.24
H 0.45277 2.46186 -3.54137  0.23
H -0.17165 1.02219 -4.34425  0.23
H 0.30102 2.48470 -1.53241  0.38

Summary:
Multiplicity   1
E_tot   -1090.18260 Ha
Frontier orbital gap   8.761 eV
HOMO   -8.9 eV



ORCA calculation (ωB97M-V/def2-TZVPD) on C3H4S2 in the gas phase at a distorted geometry.

Last column: natural (NBO) charge in e.
Positions of all 9 atoms, in Å:
C 0.26270 0.24513 0.40298  -0.08
C -1.21901 0.46225 0.07058  -0.62
C 0.33645 -1.28823 0.28573  -0.60
H -2.03811 0.41625 0.78001  0.24
H -1.48945 1.50585 -0.39856  0.25
H 0.23524 -1.97361 1.18548  0.24
H 1.27612 -1.61700 -0.16687  0.24
S 1.43762 1.39068 0.44250  0.06
S -1.07916 -1.06858 -0.81473  0.27

Summary:
Multiplicity   1
E_tot   -913.01675 Ha
Frontier orbital gap   8.541 eV
HOMO   -8.9 eV



ORCA calculation (ωB97M-V/def2-TZVPD) on C6H13N3 in the gas phase at a distorted geometry.

Last column: natural (NBO) charge in e.
Positions of all 22 atoms, in Å:
C -0.26008 -2.48617 -1.44566  -0.44
C 0.34152 -1.91494 -0.41558  -0.19
C -0.24791 -0.65969 0.51466  -0.09
N -1.68756 -0.65606 0.52787  -0.84
C 0.28938 0.59101 -0.16005  0.28
N -0.37722 0.81531 -1.37735  -0.89
N 1.70080 0.68627 -0.24867  -0.87
C -0.28665 1.63981 1.11176  -0.18
C 0.48032 2.43691 1.83536  -0.43
H -1.24639 -2.18544 -1.77393  0.18
H 0.15910 -3.33307 -1.97287  0.20
H 1.33842 -2.24032 -0.12976  0.19
H 0.21331 -0.82184 1.49222  0.20
H -2.10081 -0.83274 -0.38060  0.37
H -2.07392 -1.34368 1.16456  0.36
H 0.06737 0.41698 -2.19364  0.38
H -0.86978 1.69674 -1.44583  0.40
H 2.10433 0.36012 -1.11629  0.38
H 2.17521 0.47621 0.61858  0.37
H -1.36453 1.74731 1.15733  0.21
H 1.56020 2.35422 1.81235  0.19
H 0.08489 3.25308 2.42553  0.20

Summary:
Multiplicity   1
E_tot   -400.58647 Ha
SMILES string   C=C[C@H](N)C(N)(N)C=C
Frontier orbital gap   9.312 eV
HOMO   -8.3 eV



ORCA calculation (ωB97M-V/def2-TZVPD) on a molecular structure, C21H36Cl2N3O4Yb at a distorted geometry.

Last column: natural (NBO) charge in e.
Positions of all 67 atoms, in Å:
O -4.67071 0.29794 0.86430  -0.49
C -5.67840 0.56588 0.24121  0.41
C -6.64768 -0.41467 -0.26774  -0.17
C -6.46038 -1.78261 -0.05935  -0.16
H -5.58585 -2.10900 0.48618  0.24
C -7.38358 -2.68726 -0.54733  -0.21
H -7.24025 -3.74742 -0.38694  0.22
C -8.49996 -2.23617 -1.24599  -0.19
H -9.22094 -2.94760 -1.62663  0.21
C -8.69264 -0.87764 -1.45664  -0.21
H -9.56112 -0.53053 -1.99979  0.21
C -7.76763 0.03064 -0.96825  -0.18
H -7.90899 1.09300 -1.12766  0.21
H -5.93476 1.62237 0.01220  0.10
C -0.45451 0.38200 -3.32093  -0.65
C 0.77108 0.54606 -2.48562  -0.52
H -0.28197 0.57408 -4.38263  0.17
H -1.23259 1.06093 -2.97421  0.23
H -0.86278 -0.62083 -3.21669  0.23
C 1.92556 1.06874 -2.91206  -0.22
C 2.25606 1.60122 -4.27479  -0.66
H 2.74041 1.16566 -2.19850  0.15
H 1.46138 1.43922 -4.99787  0.21
H 3.16561 1.14038 -4.67080  0.19
H 2.44909 2.67725 -4.23849  0.20
Yb 0.64562 -0.04106 -0.54556  1.36
Cl 0.20364 -2.28214 -1.03171  -0.58
Cl -1.54868 0.61329 -0.26713  -0.53
C 3.17369 -1.17833 -1.41639  0.58
O 2.67341 -0.51467 -0.49157  -0.70
N 4.48819 -1.37124 -1.55204  -0.40
C 5.43793 -0.78072 -0.63147  -0.42
C 5.01578 -2.15981 -2.64447  -0.40
H 2.55018 -1.65769 -2.16788  0.21
H 4.89514 -0.20357 0.10707  0.24
H 6.12638 -0.12794 -1.16867  0.20
H 6.01622 -1.55780 -0.13125  0.20
H 4.20043 -2.53001 -3.25784  0.23
H 5.58273 -3.01092 -2.26615  0.20
H 5.67507 -1.55583 -3.26858  0.20
H 2.92179 4.53552 1.61286  0.20
H 0.98841 4.46334 3.39836  0.20
C 2.13980 4.34033 0.87857  -0.42
C 0.32425 4.25059 2.55979  -0.40
N 1.04804 3.60636 1.48546  -0.39
H 2.54650 3.75238 0.06509  0.25
C 0.70141 2.39021 1.05643  0.57
O 1.29437 1.79725 0.14052  -0.67
H -0.47570 3.60317 2.90435  0.22
H -0.15515 1.94221 1.55673  0.19
H 1.78072 5.29350 0.49104  0.20
H -0.11140 5.18978 2.21793  0.20
C 1.85176 -2.21846 4.57752  -0.41
N 1.14946 -1.34472 3.64031  -0.42
C 0.34343 -0.27460 4.20870  -0.42
C 1.27119 -1.44884 2.27191  0.74
C 2.16648 -2.50946 1.66943  -0.72
O 0.67165 -0.62519 1.56860  -0.65
H 1.11865 -2.72855 5.23421  0.20
H 2.53653 -1.60906 5.20696  0.20
H 2.46918 -3.00036 4.09756  0.22
H 0.74000 0.71080 3.87805  0.20
H -0.71110 -0.37770 3.88042  0.23
H 0.37026 -0.29263 5.31996  0.21
H 1.81163 -3.51377 1.98167  0.24
H 2.17451 -2.52808 0.58006  0.28
H 3.21318 -2.35723 2.00615  0.22

Summary:
Multiplicity   2
E_tot   -3366.14503 Ha
Frontier orbital gap (spin up / spin down)   6.590 / 6.572 eV
HOMO (spin up / spin down)   -6.4 / -6.3 eV



The highest E_tot belongs to which entry? C6H13N3



Among the records above, which one has the lowest E_tot? C53H68ClHfN4O3PTe



The highest multiplicity belongs to which entry? C21H36Cl2N3O4Yb